Record 1
ORCA calculation (ωB97M-V/def2-TZVPD) on C3H5NO in the gas phase at a distorted geometry.

Geometry (Å):
C (1.890, 0.608, 0.436)
C (-1.600, -1.168, -0.011)
N (-0.511, -0.500, 0.054)
C (-0.249, 0.697, -0.488)
O (0.966, 1.181, -0.255)
H (2.816, 1.156, 0.515)
H (1.683, -0.356, 0.879)
H (-1.626, -2.131, 0.497)
H (-2.505, -0.842, -0.535)
H (-0.864, 1.354, -1.093)

- Spin multiplicity: 1
- Electronic energy: -247.16562 Eh
- Gap between HOMO and LUMO (spin up / spin down): 7.584 / 8.022 eV
- HOMO level (spin up / spin down): -7.41 / -7.40 eV
- LUMO level (spin up / spin down): 0.18 / 0.62 eV
- Charge: 0
- Energy relative to the best compared isomer or geometry (same formula, charge and spin): 371.81 kJ/mol
- Largest force on an atom: 1.7 eV Å⁻¹

Record 2
ORCA calculation (ωB97M-V/def2-TZVPD) on 2 unconnected molecules or ions with the total composition C3H5NO at a distorted geometry.

Geometry (Å):
C (1.022, 0.967, -0.305)
C (0.456, -0.031, 0.171)
C (-0.325, -0.736, 1.177)
N (-0.622, 1.274, -2.485)
O (-1.735, 0.943, -2.178)
H (1.549, 1.857, -0.557)
H (-1.034, -0.012, 1.530)
H (-0.921, -1.619, 0.801)
H (0.380, -1.101, 1.958)
H (-0.094, 0.504, -3.135)

- Spin multiplicity: 1
- SMILES: C#CC.N=O
- Electronic energy: -247.11285 Eh
- Gap between HOMO and LUMO (spin up / spin down): 9.130 / 9.129 eV
- HOMO level (spin up / spin down): -9.13 / -9.13 eV
- LUMO level (spin up / spin down): 0.00 / 0.00 eV
- Charge: 0
- Energy relative to the best compared isomer or geometry (same formula, charge and spin): 510.36 kJ/mol
- Largest force on an atom: 4.5 eV Å⁻¹

Record 3
ORCA calculation (ωB97M-V/def2-TZVPD) on a molecular structure, C3H5NO at a distorted geometry.

Geometry (Å):
N (-1.171, -0.961, 1.312)
C (-0.390, -0.578, 0.408)
C (0.372, 0.691, 0.441)
C (0.572, 0.371, -1.078)
O (-0.191, -0.870, -0.918)
H (-1.732, -1.767, 1.097)
H (1.295, 0.717, 1.031)
H (-0.455, 1.248, 0.915)
H (1.604, 0.132, -1.391)
H (0.095, 1.016, -1.816)

- Spin multiplicity: 1
- Electronic energy: -247.24880 Eh
- Gap between HOMO and LUMO: 11.025 eV
- HOMO level: -10.02 eV
- LUMO level: 1.01 eV
- Charge: 0
- Energy relative to the best compared isomer or geometry (same formula, charge and spin): 153.43 kJ/mol
- Largest force on an atom: 1.9 eV Å⁻¹

Record 4
ORCA calculation (ωB97M-V/def2-TZVPD) on C3H5NO in the gas phase.

Geometry (Å):
O (-0.453, -0.128, 1.901)
C (-0.154, 0.193, 0.776)
C (-0.801, -0.495, -0.473)
C (0.390, -0.689, -1.322)
N (0.744, 1.153, 0.462)
H (-1.330, -1.366, -0.076)
H (-1.505, 0.229, -0.900)
H (0.784, -1.700, -1.089)
H (1.052, 1.230, -0.493)
H (1.274, 1.574, 1.213)

- Spin multiplicity: 1
- Electronic energy: -247.17886 Eh
- Gap between HOMO and LUMO: 8.439 eV
- HOMO level: -9.18 eV
- LUMO level: -0.74 eV
- Charge: 0
- Energy relative to the best compared isomer or geometry (same formula, charge and spin): 337.05 kJ/mol
- Largest force on an atom: 0.4 eV Å⁻¹

Record 5
ORCA calculation (ωB97M-V/def2-TZVPD) on a molecular structure, C3H5NO at a distorted geometry.

Geometry (Å):
C (1.444, 0.266, -0.289)
C (0.166, 0.092, 0.078)
C (-0.860, -0.416, 1.038)
N (-0.186, 0.793, -1.247)
O (1.239, 0.825, -1.533)
H (2.422, -0.058, -0.052)
H (-1.802, -0.488, 0.498)
H (-0.717, -1.451, 1.346)
H (-0.859, 0.325, 1.880)
H (-0.847, 0.112, -1.719)

- Spin multiplicity: 1
- Electronic energy: -247.15880 Eh
- Gap between HOMO and LUMO: 9.609 eV
- HOMO level: -8.68 eV
- LUMO level: 0.93 eV
- Charge: 0
- Energy relative to the best compared isomer or geometry (same formula, charge and spin): 389.72 kJ/mol
- Largest force on an atom: 3.2 eV Å⁻¹

Record 6
ORCA calculation (ωB97M-V/def2-TZVPD) on C3H5NO in the gas phase at a distorted geometry.

Geometry (Å):
O (-1.484, -0.684, -0.523)
C (-0.776, -0.078, 0.528)
C (0.429, 0.724, 0.014)
C (1.460, -0.183, -0.501)
N (2.230, -0.955, -0.887)
H (-0.910, -1.345, -0.935)
H (-1.474, 0.605, 1.020)
H (-0.437, -0.811, 1.274)
H (0.861, 1.344, 0.807)
H (0.099, 1.383, -0.795)

- Spin multiplicity: 1
- SMILES: N#CCCO
- Electronic energy: -247.28874 Eh
- Gap between HOMO and LUMO: 11.803 eV
- HOMO level: -11.03 eV
- LUMO level: 0.77 eV
- Charge: 0
- Energy relative to the best compared isomer or geometry (same formula, charge and spin): 48.56 kJ/mol
- Largest force on an atom: 1.1 eV Å⁻¹

Record 7
ORCA calculation (ωB97M-V/def2-TZVPD) on a molecular structure, C3H5NO at a distorted geometry.

Geometry (Å):
O (2.149, -1.023, 0.149)
C (1.430, -0.083, -0.077)
N (0.311, 0.247, 0.814)
C (-0.980, 0.731, 0.337)
C (-0.496, -0.565, -0.152)
H (1.576, 0.579, -0.947)
H (-1.826, 0.612, 1.009)
H (-1.063, 1.549, -0.382)
H (-0.352, -0.470, -1.225)
H (-0.711, -1.546, 0.234)

- Spin multiplicity: 1
- Electronic energy: -247.20030 Eh
- Gap between HOMO and LUMO: 10.918 eV
- HOMO level: -9.98 eV
- LUMO level: 0.94 eV
- Charge: 0
- Energy relative to the best compared isomer or geometry (same formula, charge and spin): 280.76 kJ/mol
- Largest force on an atom: 1.7 eV Å⁻¹

Record 8
ORCA calculation (ωB97M-V/def2-TZVPD) on 2 unconnected molecules or ions with the total composition C3H5NO at a distorted geometry.

Geometry (Å):
C (0.701, 2.085, 0.039)
C (0.814, 0.011, 1.487)
C (-1.385, -1.838, -0.784)
N (0.850, 1.052, 0.825)
O (-1.495, -0.675, -0.546)
H (0.442, 1.880, -0.968)
H (1.222, 2.898, 0.251)
H (1.661, -0.519, 1.472)
H (-1.102, -2.239, -1.726)
H (-1.708, -2.656, -0.050)

- Spin multiplicity: 1
- Electronic energy: -247.14607 Eh
- Gap between HOMO and LUMO: 8.950 eV
- HOMO level: -8.10 eV
- LUMO level: 0.85 eV
- Charge: 0
- Energy relative to the best compared isomer or geometry (same formula, charge and spin): 423.14 kJ/mol
- Largest force on an atom: 5.2 eV Å⁻¹